(1)
{
  "formula": "C14H39FeNO8",
  "method": "ωB97M-V/def2-TZVPD",
  "homo_energy_ev": [-12.835, -12.835],
  "de_lowest_kj_mol": 202.2,
  "spin_multiplicity": 5,
  "gap_ev": [7.357, 7.138],
  "charge": 2,
  "species": ["Fe", "C", "O", "C", "C", "N", "C", "C", "O", "C", "H", "H", "H", "H", "H", "H", "H", "H", "H", "H", "H", "H", "H", "H", "H", "C", "C", "O", "H", "H", "H", "H", "H", "H", "C", "C", "O", "H", "H", "H", "H", "H", "H", "C", "C", "O", "O", "H", "H", "H", "H", "H", "H", "C", "C", "O", "O", "H", "H", "H", "H", "H", "H"],
  "xyz": [[-0.29591, 0.22893, -1.82262], [-0.35091, 1.59825, 6.03056], [0.72292, 0.90941, 6.56690], [1.21209, -0.21250, 5.78933], [1.79644, 0.24104, 4.40082], [1.91711, -0.77593, 3.45144], [0.80147, -1.17683, 2.61083], [0.44750, -0.15648, 1.44524], [-0.54572, -0.28682, 0.62649], [-1.68874, -0.83050, 1.27369], [0.03302, 2.35194, 5.37979], [-0.87257, 1.95705, 6.77717], [-1.02346, 0.90018, 5.38852], [0.40452, -0.95332, 5.70527], [1.99521, -0.81300, 6.26317], [2.67925, 0.75999, 4.71655], [1.09831, 1.05384, 4.01140], [2.30997, -1.58149, 3.83109], [-0.00831, -1.16152, 3.43690], [0.93300, -2.14672, 2.18571], [1.33944, -0.26508, 0.88311], [0.45430, 0.87837, 1.80290], [-2.58830, -0.80843, 0.66418], [-1.87963, -0.19669, 2.16618], [-1.43119, -1.85589, 1.52880], [2.77337, 2.57206, -2.27525], [1.58535, 2.61953, -1.46961], [1.19738, 1.32856, -1.00017], [3.75531, 2.55857, -1.75714], [2.86785, 3.53814, -2.65860], [2.78135, 1.88725, -3.14193], [0.76355, 3.05203, -2.02868], [1.65200, 3.30609, -0.62430], [1.80299, 1.17849, -0.23559], [-2.84357, -3.17537, -1.42545], [-1.53310, -2.57783, -1.57160], [-1.65711, -1.28711, -2.14495], [-3.29790, -3.75978, -2.20176], [-3.64071, -2.55901, -1.05347], [-2.66580, -3.98377, -0.70446], [-0.80155, -3.26585, -1.99850], [-1.29029, -2.40087, -0.61092], [-2.30282, -1.44013, -2.85165], [1.50251, -1.44235, -3.58419], [2.09976, -1.29650, -2.29505], [1.08469, -1.34257, -1.36462], [0.54006, -0.43501, -3.82079], [1.15447, -2.43834, -3.70105], [2.31553, -1.39786, -4.24319], [2.67657, -0.42978, -2.31447], [2.72982, -2.10158, -1.94697], [1.16178, -2.31839, -0.94659], [0.42292, -0.36221, -4.79936], [-2.16128, 1.72606, -3.37802], [-2.66933, 2.09475, -2.09029], [-2.08830, 1.21284, -1.11304], [-0.76966, 1.78500, -3.37048], [-2.41832, 2.41432, -4.16606], [-2.48453, 0.74005, -3.70067], [-3.73040, 1.87214, -2.15061], [-2.66682, 3.08753, -1.87445], [-2.79448, 1.05683, -0.40443], [-0.51104, 2.32626, -4.09512]],
  "forces_ev_per_a": [[-0.256, -0.133, 0.810], [1.300, -3.349, -4.786], [1.977, -2.083, 0.333], [-0.851, 0.348, -0.637], [-3.138, 2.101, 1.844], [1.352, -0.005, -3.111], [-2.918, 2.177, 2.701], [5.398, 1.138, 4.149], [-4.779, -1.665, -3.735], [-0.208, 0.591, 0.900], [-0.114, 0.965, -0.550], [-2.752, 2.036, 3.701], [0.786, 0.940, 0.962], [-0.300, 0.228, -0.393], [0.044, 0.805, 0.727], [1.001, 0.127, -0.640], [0.868, -0.973, 0.290], [1.015, -1.461, 0.602], [-0.011, -0.646, -1.911], [0.230, -0.792, 0.006], [1.220, 0.107, -0.769], [0.139, 0.024, 0.751], [0.216, -0.002, -0.434], [-0.069, -0.701, -0.234], [-0.513, -0.056, 0.409], [2.874, -0.337, -0.863], [-1.580, 0.989, 0.748], [0.732, 0.363, 1.024], [-0.653, -0.853, 0.160], [0.021, 1.768, -1.215], [-0.201, 0.133, 0.540], [-0.307, -0.390, -0.206], [0.365, -0.160, 0.199], [-0.956, -0.540, -0.664], [-1.585, -2.804, 0.685], [-0.332, -0.338, -1.349], [-0.284, -0.300, -1.536], [0.156, 0.075, -1.233], [-0.015, 0.661, 0.467], [-0.396, 0.128, 0.303], [0.023, 0.365, -0.585], [1.651, 0.717, 3.147], [0.227, 0.682, -0.119], [0.422, -1.237, -1.788], [1.248, -1.416, 0.885], [-1.061, -2.997, 3.593], [0.149, -0.103, -0.856], [-1.175, -0.902, -0.201], [1.070, 0.438, -1.615], [0.750, 1.917, 0.825], [0.945, -0.251, -1.172], [-0.953, 3.620, -1.131], [-0.116, 0.155, 1.246], [0.063, 0.183, -2.530], [-2.615, -2.677, 0.578], [-1.411, 0.623, 1.337], [1.198, -0.764, 1.128], [-1.162, 0.297, -0.064], [-0.107, -0.263, 0.095], [-0.435, -0.122, 0.145], [0.986, 2.935, 1.017], [1.873, 0.160, -1.288], [0.955, 0.526, -0.691]]
}

(2)
{
  "formula": "C14H39O3P2",
  "method": "ωB97M-V/def2-TZVPD",
  "homo_energy_ev": -3.908,
  "gap_ev": 6.808,
  "charge": -1,
  "species": ["C", "P", "C", "P", "O", "O", "O", "H", "H", "H", "H", "H", "H", "H", "H", "H", "H", "H", "C", "C", "C", "C", "C", "C", "H", "H", "H", "H", "H", "H", "H", "H", "H", "H", "H", "H", "H", "H", "C", "C", "C", "C", "C", "C", "H", "H", "H", "H", "H", "H", "H", "H", "H", "H", "H", "H", "H", "H"],
  "xyz": [[-0.57402, 1.40898, 0.63358], [-1.19312, -0.39350, 0.64532], [-0.86149, -0.66770, 2.60272], [-1.16897, 0.61345, 3.78623], [-2.36878, 1.46016, 3.63962], [-1.17951, -0.08237, 5.26798], [0.21905, 1.44933, 3.90641], [-1.35207, 2.12131, 0.93173], [0.30388, 1.56178, 1.26921], [-0.27087, 1.61962, -0.39871], [0.20665, -0.82792, 0.36697], [-1.60875, -1.81122, 0.61769], [-2.56067, 0.00614, 0.96967], [-1.47958, -0.31442, -0.80302], [-1.52172, -1.49317, 2.89082], [0.17067, -1.02614, 2.71966], [-2.08344, -0.03184, 5.59576], [0.84921, 1.06058, 3.29044], [-3.18276, -5.05287, -4.49555], [-3.71396, -3.63678, -4.29802], [-2.72679, -2.70855, -3.59119], [-2.31888, -3.14937, -2.18484], [-3.48166, -3.35422, -1.21591], [-4.31798, -2.09598, -1.00442], [-2.98255, -5.53931, -3.53986], [-3.89779, -5.67349, -5.03976], [-2.24865, -5.04081, -5.06291], [-4.65005, -3.67732, -3.73346], [-3.96622, -3.20870, -5.27321], [-3.15669, -1.70466, -3.54295], [-1.82347, -2.61873, -4.20489], [-1.65488, -2.39106, -1.76098], [-1.73302, -4.07275, -2.24261], [-3.06223, -3.65993, -0.25524], [-4.12362, -4.17738, -1.55362], [-3.68505, -1.26742, -0.67973], [-5.07907, -2.25952, -0.23904], [-4.83266, -1.79360, -1.92037], [3.55691, 1.30294, 2.35997], [3.14435, 2.73578, 2.04307], [3.01887, 3.01346, 0.54599], [4.31070, 2.82111, -0.25113], [5.50056, 3.64488, 0.24070], [5.25670, 5.14977, 0.19905], [4.54453, 1.06404, 1.96045], [3.58865, 1.13334, 3.43816], [2.84616, 0.59325, 1.92522], [3.85549, 3.43258, 2.49882], [2.17869, 2.94091, 2.51263], [2.64595, 4.03188, 0.40473], [2.25068, 2.35773, 0.13054], [4.11308, 3.07510, -1.29796], [4.58759, 1.76320, -0.24763], [6.37294, 3.40468, -0.37451], [5.75990, 3.34801, 1.26117], [5.00456, 5.47362, -0.81364], [6.14193, 5.70345, 0.51774], [4.43325, 5.43966, 0.85312]],
  "forces_ev_per_a": [[-0.051, 0.090, -0.130], [0.043, 0.006, -0.298], [-0.008, 0.023, 0.276], [0.082, 0.052, 0.112], [0.161, -0.115, 0.042], [-0.010, 0.017, -0.128], [-0.232, -0.193, -0.071], [0.047, -0.083, 0.039], [0.006, -0.043, 0.038], [-0.028, -0.002, 0.066], [-0.014, 0.021, 0.028], [-0.006, 0.049, 0.039], [-0.013, -0.017, 0.035], [0.025, -0.019, 0.021], [0.013, 0.058, -0.126], [-0.069, 0.009, 0.042], [-0.038, 0.050, 0.046], [0.145, 0.122, -0.031], [-0.025, 0.010, -0.004], [0.005, -0.010, -0.007], [0.003, 0.015, -0.005], [0.038, -0.006, 0.003], [-0.025, -0.004, 0.004], [0.011, -0.022, -0.006], [0.003, 0.002, 0.001], [0.009, -0.002, -0.004], [0.008, -0.006, 0.010], [0.000, 0.010, 0.006], [-0.006, -0.004, 0.003], [0.010, 0.002, 0.014], [-0.006, -0.001, -0.005], [-0.010, -0.001, 0.009], [-0.009, -0.003, -0.013], [-0.014, -0.001, 0.010], [0.014, -0.002, -0.017], [-0.006, -0.013, 0.016], [0.003, 0.020, 0.004], [0.002, -0.003, -0.002], [-0.051, -0.017, 0.041], [-0.050, 0.018, -0.010], [0.032, 0.017, -0.007], [0.000, -0.004, -0.005], [-0.001, 0.008, -0.008], [0.019, -0.012, 0.013], [-0.004, -0.008, -0.005], [-0.005, -0.011, -0.007], [0.031, -0.014, -0.027], [-0.005, 0.003, 0.002], [0.007, 0.024, -0.001], [0.010, 0.003, -0.005], [-0.018, -0.013, 0.000], [0.007, 0.000, 0.000], [-0.011, 0.001, 0.001], [-0.001, 0.002, 0.008], [-0.002, -0.011, -0.001], [-0.013, 0.005, 0.003], [-0.004, 0.003, -0.010], [-0.002, -0.001, -0.001]]
}

(3)
{
  "formula": "C14H40BO18",
  "method": "ωB97M-V/def2-TZVPD",
  "homo_energy_ev": -7.653,
  "gap_ev": 9.954,
  "charge": -1,
  "species": ["O", "C", "O", "B", "O", "C", "O", "O", "C", "O", "C", "O", "O", "C", "O", "H", "H", "H", "H", "C", "O", "H", "H", "H", "H", "C", "C", "O", "H", "H", "H", "H", "H", "H", "C", "C", "O", "H", "H", "H", "H", "H", "H", "C", "C", "O", "H", "H", "H", "H", "H", "H", "C", "C", "O", "H", "H", "H", "H", "H", "H", "O", "H", "H", "O", "H", "H", "O", "H", "H", "O", "H", "H"],
  "xyz": [[17.51989, -22.53456, 27.56484], [16.80243, -23.42031, 27.21086], [16.93634, -24.69454, 27.45950], [15.86494, -25.50258, 26.88457], [15.19280, -24.53497, 25.95628], [15.61515, -23.31879, 26.20998], [15.14765, -22.30566, 25.79465], [14.88194, -26.01092, 27.85336], [14.90205, -27.30802, 27.89722], [14.43813, -28.05782, 28.71511], [15.93079, -27.79783, 26.87530], [16.47618, -26.71481, 26.32339], [16.34752, -28.91081, 26.77596], [14.03610, -24.19591, 22.68059], [12.74398, -23.97820, 23.28059], [14.58829, -23.26106, 22.67112], [14.54136, -24.96742, 23.26113], [13.91557, -24.51938, 21.64289], [12.30372, -24.83030, 23.21264], [13.33934, -30.94231, 27.62168], [12.58740, -32.17511, 27.61405], [14.04070, -31.01001, 28.45548], [13.83974, -30.77854, 26.66796], [12.61156, -30.16291, 27.83313], [13.17376, -32.89602, 27.37452], [13.01156, -27.24410, 31.55094], [12.49112, -28.65756, 31.55982], [11.07931, -28.65349, 31.77998], [14.10360, -27.23947, 31.57770], [12.74919, -26.68292, 32.45404], [12.69864, -26.65284, 30.69369], [12.99358, -29.33025, 32.26066], [12.70519, -29.08749, 30.57442], [10.72518, -29.50526, 31.51414], [12.12749, -23.38656, 29.03866], [12.89985, -23.95000, 30.23508], [14.28033, -24.11002, 29.93514], [11.30291, -24.05449, 28.77262], [12.75064, -23.38756, 28.14084], [11.75496, -22.36595, 29.11424], [12.39101, -24.85262, 30.58630], [12.78620, -23.27479, 31.08740], [14.36030, -24.96604, 29.49309], [19.00491, -27.37304, 29.10646], [18.80941, -26.02750, 29.78226], [19.78371, -25.06417, 29.31734], [19.02959, -27.36590, 28.02099], [18.16103, -27.94793, 29.50302], [19.92077, -27.87040, 29.43434], [18.87276, -26.01539, 30.87588], [17.82548, -25.63369, 29.50873], [19.42903, -24.20387, 29.57833], [20.75942, -20.88022, 28.37814], [21.40809, -20.16162, 27.20883], [22.82571, -20.02710, 27.40801], [19.67431, -20.83267, 28.24698], [20.96977, -20.38713, 29.32476], [21.03162, -21.93495, 28.37119], [20.96365, -19.18740, 27.01687], [21.30270, -20.70367, 26.26512], [23.22447, -20.89925, 27.39352], [17.86943, -25.31382, 23.89686], [17.73732, -25.25873, 24.85203], [17.84935, -24.39918, 23.59411], [16.94296, -23.11650, 30.42749], [15.98620, -23.06900, 30.56020], [17.04240, -23.00208, 29.47433], [18.22270, -20.51989, 25.54561], [17.90171, -20.99446, 26.33118], [18.04788, -21.11544, 24.81155], [13.24993, -20.89811, 24.13875], [13.74590, -21.55743, 24.65362], [12.37195, -21.28039, 24.04294]],
  "forces_ev_per_a": [[0.236, 0.478, 0.487], [-0.543, -0.574, -1.468], [0.480, -0.200, 1.128], [0.036, 0.071, -0.773], [0.086, -0.904, 0.118], [-0.113, -0.052, 0.562], [-0.005, 0.626, -0.386], [-0.639, 1.139, 0.501], [0.813, -2.015, 0.599], [-0.671, 0.736, -0.207], [1.014, 0.119, 0.116], [-0.473, 0.488, -0.532], [-0.404, -0.156, -0.337], [-0.640, -0.220, 0.152], [0.301, 0.031, -0.371], [-0.045, 0.052, 0.269], [0.428, 0.133, -0.147], [0.093, -0.059, -0.016], [-0.175, 0.112, 0.171], [-0.362, -0.947, 0.543], [-0.191, 0.173, -0.249], [0.246, 0.462, -0.246], [0.083, 0.172, 0.100], [0.148, 0.118, -0.120], [0.094, 0.058, -0.001], [0.577, 0.335, 0.892], [-0.088, -0.308, -0.959], [-0.016, 0.161, 0.166], [0.014, -0.170, -0.316], [-0.349, -0.178, -0.009], [-0.118, -0.460, -0.073], [0.044, 0.354, 0.383], [-0.033, 0.034, -0.040], [0.029, -0.032, -0.016], [-0.162, -0.436, -0.823], [-0.740, 0.898, 0.040], [-0.495, -0.349, 0.509], [-0.175, 0.225, 0.142], [0.229, -0.032, 0.147], [-0.014, -0.035, 0.385], [0.514, -0.096, -0.256], [0.442, 0.144, -0.070], [0.301, 0.123, -0.126], [0.059, -0.051, 1.282], [0.305, 1.150, -0.837], [-0.235, -0.173, 0.077], [-0.359, 0.333, -0.051], [0.097, -0.418, -0.482], [0.018, 0.077, 0.081], [-0.095, -0.669, -0.058], [-0.017, -0.186, 0.176], [0.161, -0.062, -0.114], [-0.762, 0.278, -0.666], [0.623, -0.707, -0.263], [-0.010, 0.762, 0.131], [0.013, -0.150, 0.015], [0.302, -0.121, 0.031], [0.138, -0.002, 0.304], [0.316, 0.219, 0.311], [-0.517, -0.181, 0.129], [-0.137, -0.128, 0.006], [-0.020, 0.257, 0.045], [0.051, -0.241, -0.127], [0.016, -0.086, 0.007], [0.022, 0.123, 0.027], [0.063, -0.293, -0.038], [0.168, 0.168, 0.223], [0.102, -0.033, 0.192], [0.003, 0.067, -0.259], [-0.087, 0.046, 0.051], [-0.026, -0.116, 0.088], [-0.064, 0.216, -0.089], [0.113, -0.098, -0.059]]
}